Here is one molecule with the formula C10H11N3O2 at a distorted geometry from the Open Molecules 2025 dataset. Energies are from ωB97M-V with the def2-TZVPD basis set.

Geometry as XYZ:
```
26
Properties=species:S:1:pos:R:3:forces:R:3:mulliken_charge:R:1
C -1.4600 -2.6077 -0.5323 0.408 4.903 2.184 -0.77
C -2.0355 -2.3342 0.7454 0.400 -1.066 -0.231 -0.39
C -0.7320 -1.5542 -1.1217 -0.851 0.142 1.237 -0.45
C -1.7921 -1.1762 1.4623 0.452 1.464 0.147 -0.71
C -0.5538 -0.3074 -0.5666 -2.070 -1.632 2.780 -0.02
C -1.0665 -0.1122 0.7903 -0.689 -2.092 -1.206 1.26
C -0.4154 2.1142 -0.9022 -1.991 0.381 -1.382 -1.06
C -0.6048 2.4246 0.5701 1.711 -2.435 0.787 -0.53
C 0.3022 0.7621 -1.0307 0.479 1.242 -0.364 -0.30
C -0.7081 1.0879 1.3278 1.654 2.829 1.570 -0.58
N 3.3188 0.1533 0.6980 -1.244 -1.177 -0.362 -0.55
N 1.4583 0.8844 -0.1644 -2.050 1.395 -0.026 -0.41
N 2.3719 -0.0143 -0.2487 5.438 -0.722 1.059 1.02
O 2.6863 -0.8103 -1.2280 -1.964 0.278 0.293 -0.86
O 4.2852 -0.8604 0.5962 -0.824 1.211 -0.028 -0.36
H -1.5438 -3.4361 -1.1143 -0.536 -2.667 -0.918 0.50
H -2.5849 -3.1176 1.2397 -0.218 -0.159 0.021 0.37
H -0.2669 -1.6710 -2.0282 0.987 -0.686 -2.194 0.51
H -2.1870 -0.9879 2.5281 0.616 -0.498 -1.945 0.31
H -1.3933 2.2193 -1.5822 1.747 -0.754 1.785 0.29
H 0.1792 2.8872 -1.3288 0.878 0.442 -0.334 0.40
H 0.2748 2.9855 1.0381 -1.596 -0.454 -0.664 0.36
H -1.5770 2.7679 0.7978 -1.071 1.446 0.286 0.41
H 0.4907 0.6171 -2.0645 0.730 -0.302 -1.160 0.75
H -0.5685 1.2751 2.4249 -0.387 -0.722 -0.897 0.45
H 4.1222 -1.1892 -0.3060 -0.012 -0.365 -0.438 0.36
```
Positions in Å, forces in eV/Å.

Output
LUMO (spin up / spin down), eV: -2.3706 / -2.3696
Gap between HOMO and LUMO (spin up / spin down), Ha: 0.1624 / 0.1625
DFT total energy, eV: -19105.11819
HOMO (spin up / spin down), eV: -6.789 / -6.791
ΔE to the lowest compared entry with this formula, charge and spin, kcal per mole: 205.9